(1)
Molecular formula: C36H62N10O32S8
Method: DFT, ωB97M-V/def2-TZVPD

LUMO energy, eV: 0.18
Frontier orbital gap, Ha: 0.4103
Calculated total energy, a.u.: -7549.38811

Geometry as ORCA input:
```
! RIJCOSX wB97M-V def2-TZVPD def2/J DEFGRID3
* xyz 0 1
C 0.626 5.789 -1.665
C 0.210 4.404 -1.594
N 0.045 3.289 -1.492
H 1.156 5.994 -2.542
H 1.172 5.889 -0.731
H -0.212 6.483 -1.619
C -0.308 -4.386 3.986
C -1.371 -5.120 3.282
N -2.247 -5.652 2.772
H -0.291 -3.338 3.764
H 0.669 -4.887 3.837
H -0.635 -4.637 5.015
C 6.094 0.385 5.923
C 4.776 0.874 5.616
N 3.730 1.235 5.395
H 6.077 -0.517 6.510
H 6.649 1.113 6.508
H 6.549 0.069 4.971
C -3.995 -3.484 -2.897
C -3.493 -3.733 -1.590
N -2.986 -3.965 -0.600
H -3.850 -4.298 -3.653
H -3.468 -2.564 -3.209
H -5.098 -3.332 -2.832
C -2.522 6.291 1.170
C -2.522 6.266 2.661
N -2.468 6.418 3.787
H -1.666 6.902 0.845
H -3.391 6.898 0.870
H -2.527 5.254 0.754
C 5.728 -1.307 -0.646
C 5.960 0.034 -0.070
N 6.201 1.075 0.388
H 4.657 -1.362 -0.882
H 5.881 -1.983 0.195
H 6.355 -1.442 -1.541
C -3.218 4.776 -4.240
C -3.257 5.660 -3.080
N -3.160 6.232 -2.077
H -2.250 4.636 -4.700
H -3.847 5.099 -5.092
H -3.539 3.769 -3.890
C -3.651 -1.552 1.593
C -3.539 -0.179 1.038
N -3.362 0.864 0.603
H -2.779 -1.832 2.125
H -3.669 -2.239 0.751
H -4.599 -1.794 2.131
C 3.689 1.897 -2.106
C 3.325 2.896 -3.127
N 3.051 3.630 -3.959
H 4.058 1.049 -2.594
H 2.700 1.617 -1.612
H 4.376 2.364 -1.370
C -0.148 0.391 0.463
C 1.323 0.371 0.356
N 2.458 0.328 0.361
H -0.332 0.089 1.501
H -0.557 -0.294 -0.251
H -0.585 1.358 0.318
C 1.228 1.188 -5.247
C 1.225 0.108 -6.374
O 2.179 -0.911 -5.950
S 2.659 -0.667 -4.477
O 3.998 -0.205 -4.562
O 2.383 -1.746 -3.615
O 1.572 0.436 -4.029
H 0.226 1.511 -5.182
H 1.903 2.032 -5.397
H 1.596 0.449 -7.291
H 0.190 -0.272 -6.463
C 2.730 -1.679 3.721
C 3.907 -1.367 2.805
O 4.961 -2.323 3.169
S 4.487 -3.320 4.288
O 4.962 -2.844 5.522
O 4.747 -4.657 3.903
O 2.987 -3.042 4.166
H 1.736 -1.713 3.205
H 2.741 -1.118 4.605
H 4.308 -0.351 2.862
H 3.660 -1.422 1.756
C 2.182 -4.575 -5.537
C 2.375 -5.037 -4.090
O 0.952 -5.511 -3.864
S -0.049 -4.494 -4.524
O -0.419 -3.389 -3.678
O -1.119 -5.216 -5.080
O 0.972 -3.867 -5.576
H 2.187 -5.419 -6.234
H 2.906 -3.860 -5.850
H 2.417 -4.200 -3.461
H 3.091 -5.853 -3.958
C -0.272 -5.568 -0.607
C 0.445 -6.421 0.424
O 1.486 -5.573 1.004
S 1.793 -4.332 0.003
O 3.155 -4.429 -0.483
O 1.230 -3.136 0.555
O 0.897 -4.876 -1.194
H -0.897 -4.830 -0.090
H -0.728 -6.082 -1.405
H 0.953 -7.207 -0.161
H -0.262 -6.664 1.204
C 2.334 3.905 1.829
C 0.919 3.390 1.801
O 0.042 4.378 2.308
S 0.762 5.531 3.176
O 0.660 5.234 4.564
O 0.379 6.730 2.538
O 2.204 5.007 2.776
H 2.611 4.253 0.890
H 3.038 3.112 2.188
H 0.720 2.459 2.291
H 0.605 3.263 0.775
C 0.624 2.450 6.278
C -0.834 2.870 6.007
O -1.576 1.621 5.679
S -0.480 0.425 5.589
O 0.054 0.522 4.272
O -1.009 -0.761 6.074
O 0.466 1.046 6.648
H 1.061 2.999 7.069
H 1.388 2.595 5.509
H -1.032 3.451 5.165
H -1.390 3.259 6.889
C -2.876 0.674 -2.261
C -1.727 -0.224 -2.708
O -1.477 0.074 -4.157
S -2.605 0.924 -4.753
O -3.715 0.207 -5.351
O -1.953 1.919 -5.524
O -3.150 1.557 -3.391
H -2.533 1.395 -1.431
H -3.804 0.188 -1.973
H -1.960 -1.290 -2.671
H -0.747 0.050 -2.276
C -8.267 0.852 0.344
C -6.976 0.926 1.014
O -6.592 -0.491 1.160
S -6.840 -1.191 -0.281
O -7.517 -2.432 -0.163
O -5.651 -1.046 -1.079
O -7.907 -0.076 -0.767
H -8.701 1.759 -0.065
H -8.932 0.321 0.979
H -6.997 1.408 2.034
H -6.274 1.416 0.366
*
```

Results of the Löwdin charge analysis, in e, for atoms 1 through 99: atom 1 (C): -0.02, atom 2 (C): -0.26, atom 3 (N): 0.18, atom 4 (H): 0.07, atom 5 (H): 0.09, atom 6 (H): 0.08, atom 7 (C): -0.04, atom 8 (C): -0.29, atom 9 (N): 0.14, atom 10 (H): 0.06, atom 11 (H): 0.09, atom 12 (H): 0.10, atom 13 (C): -0.05, atom 14 (C): -0.27, atom 15 (N): 0.18, atom 16 (H): 0.07, atom 17 (H): 0.09, atom 18 (H): 0.10, atom 19 (C): -0.04, atom 20 (C): -0.27, atom 21 (N): 0.17, atom 22 (H): 0.11, atom 23 (H): 0.07, atom 24 (H): 0.10, atom 25 (C): -0.09, atom 26 (C): -0.30, atom 27 (N): 0.15, atom 28 (H): 0.07, atom 29 (H): 0.07, atom 30 (H): 0.08, atom 31 (C): -0.05, atom 32 (C): -0.30, atom 33 (N): 0.12, atom 34 (H): 0.07, atom 35 (H): 0.08, atom 36 (H): 0.09, atom 37 (C): -0.07, atom 38 (C): -0.25, atom 39 (N): 0.14, atom 40 (H): 0.07, atom 41 (H): 0.10, atom 42 (H): 0.07, atom 43 (C): -0.03, atom 44 (C): -0.23, atom 45 (N): 0.16, atom 46 (H): 0.06, atom 47 (H): 0.03, atom 48 (H): 0.10, atom 49 (C): -0.07, atom 50 (C): -0.28, atom 51 (N): 0.14, atom 52 (H): 0.02, atom 53 (H): 0.06, atom 54 (H): 0.08, atom 55 (C): -0.05, atom 56 (C): -0.23, atom 57 (N): 0.19, atom 58 (H): 0.08, atom 59 (H): 0.06, atom 60 (H): 0.04, atom 61 (C): -0.12, atom 62 (C): -0.09, atom 63 (O): -0.19, atom 64 (S): 0.55, atom 65 (O): -0.22, atom 66 (O): -0.22, atom 67 (O): -0.20, atom 68 (H): 0.07, atom 69 (H): 0.10, atom 70 (H): 0.11, atom 71 (H): 0.14, atom 72 (C): -0.11, atom 73 (C): -0.13, atom 74 (O): -0.19, atom 75 (S): 0.51, atom 76 (O): -0.22, atom 77 (O): -0.21, atom 78 (O): -0.20, atom 79 (H): 0.14, atom 80 (H): 0.08, atom 81 (H): 0.12, atom 82 (H): 0.08, atom 83 (C): -0.18, atom 84 (C): -0.04, atom 85 (O): -0.22, atom 86 (S): 0.56, atom 87 (O): -0.24, atom 88 (O): -0.21, atom 89 (O): -0.18, atom 90 (H): 0.14, atom 91 (H): 0.12, atom 92 (H): 0.08, atom 93 (H): 0.15, atom 94 (C): -0.13, atom 95 (C): -0.13, atom 96 (O): -0.20, atom 97 (S): 0.62, atom 98 (O): -0.24, atom 99 (O): -0.24


(2)
Molecular formula: C55H42BCaN18OS
Method: DFT, ωB97M-V/def2-TZVPD

LUMO energy (alpha / beta), eV: -1.60 / -2.49
Frontier orbital gap (alpha / beta), Ha: 0.1863 / 0.1990
⟨S²⟩: 0.81
Calculated total energy, a.u.: -4282.95197

Geometry as ORCA input:
```
! RIJCOSX wB97M-V def2-TZVPD def2/J DEFGRID3
* xyz 0 2
Ca 0.470 -1.247 0.998
C -0.853 -1.776 7.398
C 0.252 -2.616 7.406
C 0.849 -3.041 6.224
C 0.288 -2.624 5.032
C 0.547 -2.933 3.622
N 1.426 -3.817 3.221
C 1.708 -4.078 1.964
C 2.367 -5.323 1.556
C 2.812 -6.436 2.244
C 3.346 -7.481 1.501
C 3.447 -7.410 0.118
C 3.004 -6.291 -0.578
C 2.460 -5.256 0.157
C 1.808 -4.000 -0.216
N 1.528 -3.730 -1.473
C 0.584 -2.899 -1.848
N -0.268 -2.218 -1.057
C -1.206 -1.651 -1.833
N -2.286 -1.001 -1.456
C -2.618 -0.823 -0.193
N -1.885 -1.049 0.905
C -2.667 -0.862 1.987
N -2.345 -1.062 3.247
C -1.232 -1.650 3.624
N -0.373 -2.330 2.843
C -0.847 -1.795 5.029
C -1.416 -1.345 6.203
C -3.992 -0.383 1.579
C -5.123 0.014 2.265
C -6.225 0.418 1.518
C -6.203 0.405 0.129
C -5.073 -0.004 -0.565
C -3.964 -0.373 0.173
C -0.968 -1.973 -3.242
C -1.678 -1.728 -4.401
C -1.202 -2.284 -5.580
C -0.058 -3.073 -5.592
C 0.653 -3.334 -4.428
C 0.189 -2.769 -3.255
N 1.448 -3.317 0.886
H -1.293 -1.468 8.335
H 0.652 -2.948 8.354
H 1.712 -3.687 6.232
H 2.740 -6.485 3.319
H 3.690 -8.372 2.006
H 3.874 -8.239 -0.428
H 3.084 -6.220 -1.650
H -2.274 -0.693 6.178
H -5.147 0.017 3.344
H -7.125 0.742 2.020
H -7.072 0.722 -0.426
H -5.066 -0.033 -1.642
H -2.593 -1.156 -4.381
H -1.739 -2.119 -6.503
H 0.270 -3.507 -6.525
H 1.527 -3.966 -4.431
C 3.951 -0.974 4.473
C 3.649 -1.806 3.390
N 3.213 -1.100 2.362
N 3.240 0.182 2.737
C 3.666 0.290 4.011
B 2.837 1.320 1.798
N 2.882 0.827 0.346
C 3.726 1.266 -0.601
C 3.443 0.594 -1.770
C 2.391 -0.252 -1.427
N 2.068 -0.099 -0.154
N 1.410 1.749 2.148
C 0.985 2.952 2.564
C -0.370 2.869 2.790
C -0.684 1.546 2.494
N 0.394 0.880 2.112
N 3.804 2.495 1.934
C 5.100 2.474 2.319
C 5.622 3.732 2.138
C 4.555 4.471 1.614
N 3.483 3.717 1.490
H 4.324 -1.247 5.439
H 3.762 -2.873 3.323
H 3.744 1.238 4.510
H 4.460 2.020 -0.406
H 3.932 0.697 -2.717
H 1.874 -0.955 -2.052
H 1.653 3.778 2.676
H -1.034 3.645 3.108
H -1.650 1.088 2.561
H 5.562 1.581 2.688
H 6.616 4.069 2.347
H 4.522 5.506 1.331
C 0.090 2.876 -6.053
C -1.356 3.062 -5.608
C -1.788 2.006 -4.590
N -1.023 2.109 -3.371
C -1.453 2.014 -2.107
S -0.368 1.812 -0.875
N -2.808 2.074 -1.836
C -3.767 2.990 -2.208
O -4.941 2.745 -2.031
C -3.297 4.284 -2.765
C -2.140 4.913 -2.315
C -1.797 6.156 -2.819
C -2.594 6.773 -3.767
C -3.763 6.162 -4.193
C -4.120 4.928 -3.685
H 0.316 3.541 -6.882
H 0.262 1.852 -6.377
H 0.784 3.105 -5.248
H -2.016 2.980 -6.474
H -1.488 4.056 -5.178
H -1.630 1.008 -5.021
H -2.846 2.119 -4.355
H -0.022 2.007 -3.470
H -3.140 1.365 -1.188
H -1.526 4.455 -1.555
H -0.906 6.648 -2.460
H -2.315 7.739 -4.163
H -4.400 6.654 -4.911
H -5.038 4.447 -3.985
*
```

Results of the Löwdin charge analysis, in e, for atoms 1 through 99: atom 1 (Ca): 1.27, atom 2 (C): -0.07, atom 3 (C): -0.07, atom 4 (C): 0.00, atom 5 (C): -0.09, atom 6 (C): -0.27, atom 7 (N): 0.21, atom 8 (C): -0.28, atom 9 (C): -0.09, atom 10 (C): 0.00, atom 11 (C): -0.07, atom 12 (C): -0.07, atom 13 (C): 0.00, atom 14 (C): -0.09, atom 15 (C): -0.25, atom 16 (N): 0.22, atom 17 (C): -0.31, atom 18 (N): 0.08, atom 19 (C): -0.28, atom 20 (N): 0.21, atom 21 (C): -0.30, atom 22 (N): 0.08, atom 23 (C): -0.29, atom 24 (N): 0.21, atom 25 (C): -0.27, atom 26 (N): 0.05, atom 27 (C): -0.09, atom 28 (C): 0.00, atom 29 (C): -0.09, atom 30 (C): 0.00, atom 31 (C): -0.06, atom 32 (C): -0.06, atom 33 (C): -0.02, atom 34 (C): -0.11, atom 35 (C): -0.09, atom 36 (C): -0.02, atom 37 (C): -0.07, atom 38 (C): -0.07, atom 39 (C): 0.00, atom 40 (C): -0.10, atom 41 (N): 0.06, atom 42 (H): 0.10, atom 43 (H): 0.10, atom 44 (H): 0.11, atom 45 (H): 0.11, atom 46 (H): 0.10, atom 47 (H): 0.10, atom 48 (H): 0.11, atom 49 (H): 0.11, atom 50 (H): 0.11, atom 51 (H): 0.10, atom 52 (H): 0.11, atom 53 (H): 0.12, atom 54 (H): 0.11, atom 55 (H): 0.10, atom 56 (H): 0.10, atom 57 (H): 0.11, atom 58 (C): -0.06, atom 59 (C): -0.17, atom 60 (N): 0.07, atom 61 (N): -0.01, atom 62 (C): -0.09, atom 63 (B): -0.69, atom 64 (N): 0.01, atom 65 (C): -0.05, atom 66 (C): -0.05, atom 67 (C): -0.18, atom 68 (N): -0.10, atom 69 (N): 0.01, atom 70 (C): -0.07, atom 71 (C): -0.05, atom 72 (C): -0.19, atom 73 (N): -0.05, atom 74 (N): -0.02, atom 75 (C): -0.09, atom 76 (C): -0.07, atom 77 (C): -0.16, atom 78 (N): 0.05, atom 79 (H): 0.09, atom 80 (H): 0.09, atom 81 (H): 0.12, atom 82 (H): 0.12, atom 83 (H): 0.09, atom 84 (H): 0.09, atom 85 (H): 0.10, atom 86 (H): 0.09, atom 87 (H): 0.08, atom 88 (H): 0.12, atom 89 (H): 0.08, atom 90 (H): 0.10, atom 91 (C): -0.10, atom 92 (C): -0.23, atom 93 (C): -0.18, atom 94 (N): 0.03, atom 95 (C): -0.84, atom 96 (S): 0.79, atom 97 (N): 0.11, atom 98 (C): -0.43, atom 99 (O): 0.09